(a)
8
Properties=species:S:1:pos:R:3 method="wB97M-V/def2-TZVPD" e_lumo_ev=-4.64 total_charge=+1 orbital_gap_ev=13.24
O -0.45 -1.00 -1.13
O 0.08 1.48 -0.16
O -0.45 -0.78 1.33
P -0.86 -0.06 0.02
Cl -2.75 0.16 0.17
H -0.78 -0.94 -2.00
H -0.26 2.26 0.28
H 0.23 -0.27 1.79

***

(b)
8
Properties=species:S:1:pos:R:3 method="wB97M-V/def2-TZVPD" e_lumo_ev="-9.23 / -9.24" total_charge=+1 orbital_gap_ev="7.03 / 7.04"
O 1.31 0.78 0.75
O 0.10 -1.10 -0.80
O -0.44 1.16 -0.94
P -0.06 0.10 0.17
Cl -2.44 -0.17 1.95
H 1.87 0.29 1.29
H 0.25 -2.02 -0.58
H -0.60 0.95 -1.84

***

(c)
8
Properties=species:S:1:pos:R:3 method="wB97M-V/def2-TZVPD" e_lumo_ev=-5.86 total_charge=+1 orbital_gap_ev=11.79
O -0.38 -0.20 -2.24
O 1.55 0.18 1.39
O -0.74 0.13 0.38
P -1.21 -0.06 -1.10
Cl -3.11 -0.12 -1.08
H 1.98 0.66 0.62
H 1.68 -0.71 1.07
H 0.23 0.13 0.96

***

The winner here is (a), beating the second structure by 1.530 eV.

***

(a)
46
Properties=species:S:1:pos:R:3 method="wB97M-V/def2-TZVPD" e_lumo_ev=0.40 smiles="CCOCCOC(=O)Cn1cnc2scc(-c3ccc(C)cc3)c2c1=O" total_charge=0 orbital_gap_ev=8.61
C -6.76 -0.12 1.37
C -5.75 -1.24 1.13
O -4.40 -0.86 1.35
C -3.89 0.05 0.41
C -2.36 0.00 0.51
O -1.75 1.07 -0.19
C -1.69 0.97 -1.52
O -2.21 0.11 -2.17
C -0.94 2.16 -2.12
N 0.16 2.56 -1.27
C 0.30 3.82 -0.81
N 1.24 4.22 -0.03
C 2.13 3.28 0.35
S 3.43 3.61 1.43
C 3.94 1.97 1.34
C 3.18 1.19 0.52
C 3.45 -0.23 0.28
C 3.47 -0.74 -1.02
C 3.74 -2.08 -1.23
C 4.00 -2.94 -0.17
C 4.27 -4.39 -0.42
C 3.98 -2.42 1.12
C 3.71 -1.08 1.34
C 2.11 1.95 -0.06
C 1.03 1.50 -0.90
O 0.78 0.38 -1.28
H -7.76 -0.53 1.31
H -6.60 0.32 2.35
H -6.66 0.66 0.61
H -5.92 -2.05 1.84
H -5.86 -1.64 0.11
H -4.20 -0.23 -0.61
H -4.23 1.08 0.62
H -1.99 -0.95 0.12
H -2.06 0.11 1.55
H -1.63 2.99 -2.24
H -0.57 1.85 -3.10
H -0.43 4.55 -1.14
H 4.81 1.66 1.89
H 3.28 -0.09 -1.86
H 3.75 -2.46 -2.24
H 3.37 -4.88 -0.78
H 4.60 -4.89 0.49
H 5.04 -4.50 -1.18
H 4.18 -3.07 1.96
H 3.70 -0.69 2.35

***

(b)
46
Properties=species:S:1:pos:R:3 method="wB97M-V/def2-TZVPD" e_lumo_ev=-0.13 smiles="CCOc1ccc(S(=O)(=O)NCc2ccc(OC)cc2)c2cccnc12" total_charge=0 orbital_gap_ev=8.25
C -4.35 -0.24 4.35
C -2.87 0.01 4.61
O -2.03 -0.72 3.73
C -1.86 -0.40 2.44
C -1.15 -1.34 1.70
C -0.84 -1.14 0.36
C -1.24 0.00 -0.28
S -0.77 0.21 -1.98
O -1.89 0.61 -2.79
O -0.04 -0.95 -2.41
N 0.21 1.58 -1.90
C 1.38 1.47 -1.04
C 2.31 0.35 -1.41
C 2.92 0.32 -2.65
C 3.74 -0.72 -3.03
C 3.97 -1.78 -2.16
O 4.75 -2.86 -2.42
C 5.35 -2.96 -3.69
C 3.37 -1.75 -0.90
C 2.55 -0.70 -0.53
C -1.96 0.99 0.40
C -2.39 2.19 -0.22
C -3.08 3.12 0.51
C -3.34 2.84 1.86
N -2.97 1.74 2.46
C -2.28 0.80 1.78
H -4.94 0.23 5.13
H -4.64 0.19 3.39
H -4.55 -1.31 4.34
H -2.59 -0.37 5.60
H -2.65 1.08 4.56
H -0.84 -2.24 2.21
H -0.29 -1.88 -0.20
H 0.45 1.85 -2.84
H 1.90 2.43 -1.07
H 1.00 1.32 -0.02
H 2.75 1.14 -3.35
H 4.19 -0.71 -4.02
H 6.05 -2.14 -3.88
H 4.59 -2.99 -4.49
H 5.89 -3.91 -3.69
H 3.56 -2.57 -0.22
H 2.09 -0.70 0.44
H -2.17 2.33 -1.26
H -3.42 4.04 0.07
H -3.89 3.54 2.48

***

The winner here is (a), beating the second structure by 1.702 eV.

***

(a)
16
Properties=species:S:1:pos:R:3 method="wB97M-V/def2-TZVPD" s2=2.005 e_lumo_ev="0.82 / -3.08" spin_multiplicity=3 total_charge=0 orbital_gap_ev="5.99 / 6.15"
C 1.19 0.97 0.06
C 0.84 0.79 -1.37
C -0.01 0.71 0.72
C 3.44 -1.30 0.36
C -2.33 0.09 0.01
N -0.44 0.47 -1.48
N -0.93 0.39 -0.27
N 3.03 -1.60 -0.72
S 4.14 -0.94 1.70
H 2.21 1.17 0.34
H 1.47 0.86 -2.24
H -2.71 -0.63 -0.85
H -2.37 -0.53 1.02
H -2.91 0.89 0.14
H -0.47 0.78 1.70
H 2.29 -1.67 -1.37

***

(b)
16
Properties=species:S:1:pos:R:3 method="wB97M-V/def2-TZVPD" s2=2.019 e_lumo_ev="0.46 / -0.69" spin_multiplicity=3 total_charge=0 orbital_gap_ev="6.43 / 9.00"
C 0.03 -1.98 -0.80
C 0.66 -0.75 -1.06
C 0.48 -1.07 1.12
C -2.40 1.47 0.13
C 1.74 0.99 0.19
N -0.01 -2.24 0.44
N 0.93 -0.11 0.10
N -1.82 2.47 -0.24
S -3.36 0.50 0.89
H -0.39 -2.51 -1.63
H 0.93 -0.30 -2.05
H -0.43 -0.59 1.63
H 2.10 1.43 -0.66
H 1.64 1.48 1.12
H 1.20 -1.45 1.84
H -1.33 2.65 -1.05

***

The winner here is (b), beating the second structure by 1.829 eV.

***

(a)
12
Properties=species:S:1:pos:R:3 method="wB97M-V/def2-TZVPD" e_lumo_ev=0.64 smiles="NCC=O.O" total_charge=0 orbital_gap_ev=9.62
N 0.87 -0.75 0.96
C 0.89 0.40 0.01
C 0.36 -0.06 -1.36
O 0.55 0.57 -2.37
H 1.72 -1.25 1.27
H -0.07 -0.78 1.32
H 1.92 0.86 -0.14
H 0.39 1.42 0.27
H -0.22 -1.03 -1.39
O -1.91 0.20 0.82
H -2.43 0.90 0.48
H -2.09 -0.47 0.12

***

(b)
12
Properties=species:S:1:pos:R:3 method="wB97M-V/def2-TZVPD" e_lumo_ev=0.88 total_charge=0 orbital_gap_ev=10.66
C 1.01 -0.86 -0.19
C 0.77 0.37 0.63
O 1.13 1.54 0.19
H 0.74 0.21 1.72
H 0.35 -1.68 0.11
H 2.04 -1.19 -0.02
H 0.90 -0.64 -1.25
N -1.93 0.29 -0.48
O -0.94 0.88 0.33
H -0.09 1.68 -0.06
H -1.48 -0.35 -1.13
H -2.51 -0.26 0.15

***

The winner here is (a), beating the second structure by 2.318 eV.

***

(a)
9
Properties=species:S:1:pos:R:3 method="wB97M-V/def2-TZVPD" e_lumo_ev=0.22 smiles="COC1=NN1Cl" total_charge=0 orbital_gap_ev=9.68
C -0.26 0.34 -0.05
O 0.74 1.29 0.35
C 1.97 1.23 -0.01
N 3.12 1.74 -0.01
N 2.93 0.36 -0.61
Cl 3.87 -0.99 0.27
H -1.10 0.76 -0.62
H -0.66 -0.07 0.91
H 0.10 -0.58 -0.57

***

(b)
9
Properties=species:S:1:pos:R:3 method="wB97M-V/def2-TZVPD" e_lumo_ev=0.86 smiles=c1conn1.Cl total_charge=0 orbital_gap_ev=11.38
C -1.52 -1.45 0.51
C -1.55 -0.85 -0.73
O -0.31 -0.73 -1.10
N 0.52 -1.29 -0.14
N -0.17 -1.69 0.79
H -2.33 -1.73 1.06
H -2.25 -0.34 -1.43
Cl 3.20 0.09 0.24
H 2.61 -0.83 1.09

***

The winner here is (b), beating the second structure by 2.199 eV.

***

(a)
103
Properties=species:S:1:pos:R:3 method="wB97M-V/def2-TZVPD" e_lumo_ev=-0.43 total_charge=0 orbital_gap_ev=6.23
Y -0.38 -0.46 1.43
C 3.35 0.62 -1.55
C 4.47 1.00 -0.83
C 4.41 1.01 0.55
C 3.21 0.65 1.17
N 2.15 0.29 0.46
C 2.19 0.27 -0.87
C 3.07 0.65 2.65
C 4.13 0.98 3.49
C 3.92 0.99 4.86
C 2.67 0.68 5.36
C 1.65 0.35 4.47
N 1.88 0.33 3.16
C 0.28 0.00 4.94
C -0.02 -0.05 6.30
C -1.30 -0.41 6.68
C -2.25 -0.71 5.72
C -1.86 -0.65 4.39
N -0.63 -0.30 4.02
H 3.37 0.61 -2.63
H 5.38 1.28 -1.33
H 5.28 1.31 1.13
H 1.20 -0.02 -1.25
H 5.10 1.23 3.10
H 4.73 1.24 5.53
H 2.50 0.69 6.43
H 0.72 0.17 7.05
H -1.56 -0.46 7.74
H -3.25 -1.00 5.99
H -2.55 -0.90 3.60
Cl -4.92 -6.64 1.27
C -3.77 -5.41 1.67
C -3.60 -4.30 0.84
Cl -4.54 -4.15 -0.60
C -2.68 -3.32 1.16
Cl -2.41 -1.96 0.13
C -1.86 -3.39 2.31
O -1.00 -2.49 2.63
C -2.07 -4.52 3.14
Cl -1.11 -4.62 4.57
C -3.00 -5.50 2.82
Cl -3.20 -6.86 3.87
O -0.45 -0.11 -0.54
Cl -0.92 -0.21 -5.72
C -1.53 1.09 -4.75
C -2.90 1.31 -4.68
C -3.36 2.34 -3.89
C -2.49 3.14 -3.14
C -3.06 4.22 -2.27
C -3.81 3.66 -1.04
N -2.94 3.11 -0.01
C -2.41 3.78 1.06
C -1.68 2.86 1.75
N -1.75 1.64 1.12
C -2.46 1.84 0.03
O -3.98 4.99 -3.02
C -3.65 6.37 -3.09
C -2.28 6.61 -3.65
C -1.85 6.15 -4.86
Cl -2.77 5.28 -6.02
S -0.20 6.52 -5.17
C -0.07 7.33 -3.66
C -1.23 7.29 -2.97
C -1.14 2.89 -3.24
Cl 0.01 3.86 -2.37
C -0.64 1.86 -4.04
H -3.58 0.69 -5.25
H -4.43 2.55 -3.84
H -2.23 4.84 -1.91
H -4.49 2.88 -1.35
H -4.39 4.47 -0.60
H -2.62 4.82 1.24
H -1.15 2.99 2.68
H -2.70 1.08 -0.70
H -3.71 6.84 -2.10
H -4.42 6.81 -3.72
H 0.87 7.77 -3.37
H -1.36 7.72 -1.98
H 0.41 1.67 -4.09
O 0.30 -3.31 0.42
S 1.54 -2.77 -0.19
C 2.89 -3.79 0.41
C 2.63 -5.06 0.89
C 3.69 -5.82 1.38
C 4.97 -5.30 1.39
C 5.22 -4.01 0.91
C 4.16 -3.25 0.43
C 1.55 -3.33 -1.89
C 2.58 -2.95 -2.74
C 2.56 -3.39 -4.06
C 1.52 -4.18 -4.51
C 0.48 -4.53 -3.65
C 0.49 -4.10 -2.33
H 1.61 -5.43 0.90
H 3.50 -6.81 1.76
H 5.79 -5.89 1.77
H 6.22 -3.61 0.93
H 4.33 -2.23 0.08
H 3.39 -2.34 -2.37
H 3.36 -3.11 -4.73
H 1.50 -4.52 -5.54
H -0.34 -5.14 -4.02
H -0.31 -4.34 -1.65

***

(b)
103
Properties=species:S:1:pos:R:3 method="wB97M-V/def2-TZVPD" e_lumo_ev=-0.33 total_charge=0 orbital_gap_ev=6.58
Y 0.68 -0.06 -0.93
C -2.89 -0.95 -3.74
C -2.65 -2.11 -4.45
C -1.44 -2.78 -4.28
C -0.51 -2.25 -3.39
N -0.75 -1.13 -2.72
C -1.91 -0.49 -2.88
C 0.82 -2.90 -3.14
C 1.17 -4.07 -3.79
C 2.42 -4.62 -3.54
C 3.26 -3.98 -2.66
C 2.84 -2.80 -2.04
N 1.63 -2.29 -2.27
C 3.77 -2.05 -1.14
C 5.02 -2.57 -0.81
C 5.88 -1.82 -0.02
C 5.48 -0.57 0.41
C 4.21 -0.14 0.04
N 3.37 -0.86 -0.69
H -3.82 -0.41 -3.85
H -3.39 -2.51 -5.14
H -1.25 -3.69 -4.83
H -1.99 0.41 -2.27
H 0.51 -4.55 -4.49
H 2.72 -5.53 -4.03
H 4.24 -4.39 -2.48
H 5.34 -3.54 -1.14
H 6.85 -2.22 0.25
H 6.11 0.06 1.02
H 3.86 0.83 0.36
Cl 3.93 1.35 5.95
C 3.13 0.72 4.55
C 2.86 1.54 3.46
Cl 3.42 3.18 3.46
C 2.17 1.04 2.36
Cl 1.77 2.04 1.00
C 1.79 -0.32 2.25
O 1.25 -0.80 1.20
C 2.12 -1.13 3.36
Cl 1.76 -2.81 3.23
C 2.75 -0.62 4.49
Cl 3.08 -1.66 5.83
O -0.58 1.42 -0.93
Cl -0.20 3.96 4.67
C -1.27 2.67 4.30
C -2.56 2.96 3.89
C -3.42 1.93 3.63
C -3.04 0.60 3.76
C -4.08 -0.45 3.48
C -4.37 -0.54 1.99
N -3.23 -1.11 1.27
C -3.05 -2.45 1.02
C -1.90 -2.55 0.31
N -1.37 -1.31 0.10
C -2.18 -0.45 0.70
O -5.28 -0.13 4.16
C -5.57 -1.02 5.23
C -4.43 -1.13 6.20
C -3.90 -0.09 6.90
Cl -4.43 1.54 6.89
S -2.57 -0.55 7.87
C -2.72 -2.18 7.37
C -3.74 -2.34 6.49
C -1.73 0.33 4.14
Cl -1.15 -1.30 4.28
C -0.84 1.36 4.42
H -2.87 3.99 3.80
H -4.44 2.14 3.34
H -3.70 -1.42 3.81
H -4.57 0.45 1.60
H -5.24 -1.17 1.82
H -3.74 -3.19 1.38
H -1.42 -3.44 -0.07
H -2.03 0.62 0.67
H -5.80 -2.01 4.83
H -6.47 -0.62 5.70
H -2.03 -2.93 7.74
H -3.99 -3.29 6.04
H 0.18 1.13 4.72
O 2.05 0.88 -2.77
S 0.91 1.70 -3.35
C 1.32 3.41 -3.09
C 2.52 3.95 -3.54
C 2.79 5.28 -3.24
C 1.87 6.03 -2.51
C 0.70 5.46 -2.05
C 0.41 4.12 -2.33
C 1.09 1.58 -5.13
C 0.06 2.06 -5.93
C 0.15 1.92 -7.30
C 1.25 1.28 -7.87
C 2.26 0.79 -7.06
C 2.19 0.94 -5.68
H 3.22 3.35 -4.10
H 3.71 5.73 -3.58
H 2.09 7.06 -2.28
H 0.01 6.04 -1.45
H -0.45 3.60 -1.91
H -0.80 2.54 -5.47
H -0.65 2.29 -7.94
H 1.31 1.16 -8.94
H 3.11 0.29 -7.50
H 2.96 0.55 -5.02

***

The winner here is (b), beating the second structure by 1.751 eV.

***

(a)
48
Properties=species:S:1:pos:R:3 method="wB97M-V/def2-TZVPD" e_lumo_ev=0.53 smiles="CC[C@@H]1CCCCN1C(=O)CSc1nnc(-c2ccc(OC)cc2)o1" total_charge=0 orbital_gap_ev=8.72
C -3.36 3.64 -0.24
C -2.06 3.67 -1.03
C -1.05 2.62 -0.52
C -0.34 3.01 0.78
C 0.67 4.13 0.57
C 1.66 3.73 -0.51
C 0.91 3.37 -1.79
N -0.05 2.32 -1.54
C -0.10 1.11 -2.14
O -0.98 0.30 -1.92
C 1.02 0.73 -3.10
S 2.65 0.67 -2.24
C 2.09 0.04 -0.73
N 2.36 0.49 0.45
N 1.66 -0.27 1.32
C 1.00 -1.15 0.62
C 0.09 -2.15 1.11
C -0.02 -2.36 2.48
C -0.89 -3.32 2.97
C -1.67 -4.07 2.09
O -2.55 -5.03 2.47
C -2.71 -5.32 3.84
C -1.56 -3.84 0.72
C -0.70 -2.89 0.23
O 1.24 -1.01 -0.71
H -3.82 2.65 -0.30
H -3.19 3.87 0.81
H -4.06 4.36 -0.64
H -2.27 3.46 -2.08
H -1.63 4.67 -0.97
H -1.61 1.69 -0.36
H -1.09 3.31 1.52
H 0.18 2.14 1.17
H 0.16 5.06 0.28
H 1.20 4.32 1.51
H 2.36 4.54 -0.72
H 2.23 2.86 -0.17
H 1.61 3.08 -2.57
H 0.36 4.25 -2.15
H 0.80 -0.26 -3.49
H 1.14 1.43 -3.92
H 0.59 -1.78 3.15
H -0.95 -3.47 4.04
H -1.78 -5.67 4.29
H -3.08 -4.44 4.38
H -3.46 -6.11 3.88
H -2.18 -4.43 0.06
H -0.63 -2.70 -0.83

***

(b)
48
Properties=species:S:1:pos:R:3 method="wB97M-V/def2-TZVPD" e_lumo_ev=-0.59 total_charge=0 orbital_gap_ev=7.44
C -3.65 -3.90 -0.36
C -2.18 -4.56 -0.62
C -1.04 -3.67 0.01
C -0.90 -2.44 -0.65
C 0.33 -1.93 -0.25
O 1.07 -2.39 0.65
N 0.33 -0.57 -0.32
C 1.47 0.40 -0.28
C 2.77 0.14 -0.03
C 3.43 1.35 0.29
N 2.43 2.55 0.23
N 1.22 1.83 -0.14
C 0.16 2.28 -0.35
C 0.17 3.53 -1.19
C -1.01 4.15 -1.60
C -2.22 3.87 -0.63
C -2.12 2.78 0.31
C -1.03 2.17 0.62
C -0.88 1.35 1.61
H 0.00 0.95 2.01
H -1.42 1.72 2.48
H -1.73 0.48 1.62
C -3.42 2.82 1.10
H -4.30 3.33 0.81
H -3.27 3.18 1.84
H -3.60 1.67 1.03
H -3.04 4.28 -0.96
H -0.97 5.09 -2.27
H 0.98 3.59 -1.66
C 4.88 1.42 0.58
H 5.15 1.61 1.51
H 5.31 2.22 -0.18
S 5.39 -0.16 -0.12
O 5.65 -0.21 -1.55
O 6.31 -0.86 0.72
C 3.76 -0.84 0.07
H 3.76 -1.62 0.78
H 3.57 -1.68 -0.55
H -0.37 0.05 -0.95
H -1.92 -1.61 -0.37
H -0.75 -2.62 -1.54
H -1.56 -3.53 1.33
H -0.37 -4.38 0.01
H -2.17 -4.82 -1.65
H -2.46 -5.49 -0.24
H -3.60 -3.02 -0.98
H -3.82 -3.83 0.65
H -4.35 -4.69 -0.80

***

The winner here is (a), beating the second structure by 17.730 eV.